Model one:
C5H13NO2 | ωB97M-V/def2-TZVPD

The value obtained for the HOMO energy is -8.153 eV. For the LUMO energy, the calculation gives 0.75 eV.

Each line ends with the Löwdin charge.
CARTESIAN COORDINATES (ANGSTROEM)
C  1.27108  -0.52782  0.55996  -0.558
C  1.65257  -1.20208  -0.74286  -0.030
N  2.32105  0.30264  1.03350  0.110
O  0.88075  -1.41301  1.57468  -0.014
H  1.69032  -1.75894  1.98043  0.106
H  -0.11319  -0.32876  0.12632  0.125
H  2.61211  0.96103  0.31695  0.096
H  2.02803  0.82657  1.85265  0.098
H  2.59728  -1.74347  -0.63940  0.089
H  1.74334  -0.45243  -1.53326  0.090
H  0.87983  -1.91589  -1.03386  0.086
C  -1.73291  -0.04672  -0.28390  -0.165
C  -2.71872  0.98701  -0.78086  -0.133
C  -0.29841  0.96603  0.19421  -0.396
O  0.15453  1.73792  -0.65292  -0.057
H  -0.50901  1.20008  1.24685  0.136
H  -2.07745  -0.58707  0.59865  0.100
H  -1.47203  -0.74956  -1.07938  0.096
H  -2.26359  1.59751  -1.56349  0.073
H  -3.04206  1.64858  0.02587  0.076
H  -3.60350  0.49839  -1.20013  0.071


Model two:
C5H13NO2 | ωB97M-V/def2-TZVPD

Its SMILES is [H]/N=C(/C)[C@@H](C)O.CO. The value obtained for the HOMO energy is -9.257 eV. For the LUMO energy, the calculation gives 0.83 eV.

Each line ends with the Löwdin charge.
CARTESIAN COORDINATES (ANGSTROEM)
H  -1.33615  -0.49575  1.47732  0.052
N  -1.58150  -0.69995  0.50317  0.127
C  -0.71511  -0.26105  -0.31384  -0.370
C  -0.83876  -0.42030  -1.79615  -0.058
C  0.30122  1.09702  0.25180  -0.335
C  -0.15588  2.33317  -0.50973  -0.066
O  -0.01748  1.23368  1.63478  -0.076
H  0.08046  -0.10456  -2.28870  0.078
H  -1.68774  0.16062  -2.16188  0.085
H  -1.01155  -1.47507  -2.02258  0.087
H  1.39579  1.08574  0.20785  0.129
H  0.10952  3.25143  0.02388  0.085
H  0.28709  2.35792  -1.50869  0.082
H  -1.24429  2.35131  -0.62962  0.087
H  -0.91549  1.59479  1.70088  0.098
C  1.18275  -2.31468  1.12447  -0.160
O  1.23586  -1.64156  -0.11973  -0.194
H  1.37153  -1.61517  1.94519  0.081
H  0.18911  -2.75548  1.26533  0.075
H  1.94482  -3.09787  1.15512  0.076
H  1.40579  -0.58425  0.06116  0.117


Which of them is most stable, and which least? Most stable: model two; least stable: model one.


Model one:
C5H13NO2 | ωB97M-V/def2-TZVPD

Its SMILES is CCC(=O)O.CCN. The value obtained for the HOMO energy is -9.755 eV. For the LUMO energy, the calculation gives 0.53 eV.

Each line ends with the Löwdin charge.
CARTESIAN COORDINATES (ANGSTROEM)
C  0.68546  0.89941  -1.12170  -0.125
C  -0.68209  1.19952  -0.59232  -0.168
C  -1.10514  2.03893  -1.79980  -0.583
O  -0.31855  2.94692  -1.97764  0.057
O  -2.28675  1.93233  -2.41530  0.097
H  0.74178  0.47647  -2.12866  0.094
H  1.29704  0.22498  -0.56756  -0.004
H  1.24310  1.94010  -1.29451  0.141
H  -1.46990  0.25157  -0.39313  0.165
H  -0.95103  1.91222  0.20304  0.125
H  -2.55416  0.92316  -2.38633  0.178
C  1.48387  -1.26825  0.90636  -0.174
C  0.27696  -0.99803  1.81221  -0.319
N  -0.53303  -2.18142  1.40046  -0.020
H  1.02775  -1.69048  -0.03116  0.096
H  2.01314  -2.08050  1.37608  0.049
H  2.24098  -0.42296  1.14824  0.115
H  0.58277  -0.78399  2.91446  0.133
H  -0.06903  -0.08561  1.48692  0.029
H  -1.44538  -2.14290  1.80188  0.047
H  -0.17778  -3.09146  1.65846  0.068


Model two:
C5H13NO2 | ωB97M-V/def2-TZVPD

Its SMILES is [H]/N=C(C)\C=C\C.O.O. The value obtained for the HOMO energy is -9.806 eV. For the LUMO energy, the calculation gives 0.61 eV.

Each line ends with the Löwdin charge.
CARTESIAN COORDINATES (ANGSTROEM)
H  1.56596  0.48553  -2.02670  0.038
N  0.86101  -0.12875  -1.67352  0.103
C  0.59122  0.15846  -0.48319  -0.320
C  -0.54982  -0.73262  0.18584  -0.049
C  1.44198  1.40904  0.23298  -0.060
C  1.03187  2.61302  0.60731  -0.133
C  1.97729  3.75831  1.39519  -0.060
H  -1.51245  -0.63258  -0.42437  0.092
H  -0.20501  -1.73407  0.28559  0.028
H  -0.74362  -0.52457  1.23880  0.068
H  2.45427  1.14901  0.14421  0.068
H  0.00575  2.85029  0.85405  0.079
H  2.99362  3.35122  1.49160  0.054
H  1.41066  3.66389  2.45236  0.108
H  1.82804  4.70244  0.96310  0.020
O  -3.04946  -2.62254  -2.15004  -0.185
H  -3.16044  -1.61492  -2.27743  0.043
H  -1.99924  -2.34070  -2.44139  0.138
O  -1.01682  -3.10755  1.76190  -0.042
H  -1.95864  -3.05413  2.02327  0.069
H  -1.13091  -2.79670  0.90784  -0.057


Which of them is most stable, and which least? Most stable: model one; least stable: model two.


Model one:
C5H12OS | ωB97M-V/def2-TZVPD

Its SMILES is CSCCCCO. The value obtained for the HOMO energy is -8.494 eV. For the LUMO energy, the calculation gives 0.92 eV.

Each line ends with the Löwdin charge.
CARTESIAN COORDINATES (ANGSTROEM)
C  1.77183  1.09891  2.62612  -0.376
S  0.96880  2.24662  1.37649  0.766
C  0.52114  0.89974  0.24956  -0.597
C  -0.83112  0.85563  -0.34458  -0.275
C  -0.86227  -0.20840  -1.60598  -0.139
C  -1.09249  -1.68817  -1.03398  -0.308
O  -0.64288  -2.82642  -1.68874  -0.077
H  1.34666  1.34836  3.55935  -0.019
H  1.42977  0.03821  2.32672  0.055
H  2.85419  1.50095  2.79561  0.063
H  1.27150  1.03014  -0.64890  0.100
H  0.84005  -0.10893  0.66868  0.075
H  -1.57792  0.27105  0.24333  0.104
H  -1.30753  1.79080  -0.54580  0.087
H  0.18740  -0.16433  -1.98954  0.088
H  -1.65072  0.14002  -2.43413  0.140
H  -0.68405  -1.74478  -0.00541  0.109
H  -2.15104  -1.92042  -0.94925  0.106
H  -0.39131  -2.55896  -2.59955  0.101


Model two:
C5H12OS | ωB97M-V/def2-TZVPD

The value obtained for the HOMO energy is -9.128 eV. For the LUMO energy, the calculation gives 0.79 eV.

Each line ends with the Löwdin charge.
CARTESIAN COORDINATES (ANGSTROEM)
C  2.13917  1.50526  0.51744  -0.201
C  -2.25771  -1.21286  -0.12022  -0.085
C  -4.35507  0.15065  -0.42078  -0.018
C  3.92901  -0.30912  -0.37387  -0.251
C  -3.20576  -0.07157  0.24192  -0.213
O  1.60443  -1.25684  0.53572  -0.561
S  2.06733  -0.21145  -0.37172  0.800
H  2.69737  1.37778  1.54389  0.104
H  2.59514  2.15265  -0.08098  -0.016
H  -1.27581  -0.87284  -0.07477  0.021
H  -2.43369  -1.89112  0.72434  0.085
H  -2.53940  -1.57979  -1.09064  0.069
H  -4.71125  -0.34198  -1.35350  0.069
H  1.18306  1.74645  0.72098  -0.015
H  -5.04051  0.83076  -0.13563  -0.005
H  4.15344  -1.30040  -0.72468  0.035
H  4.20876  0.55131  -1.09417  0.078
H  4.12170  0.06118  0.64056  0.031
H  -2.88021  0.67194  0.91609  0.073


Which of them is most stable, and which least? Most stable: model one; least stable: model two.


Model one:
C2H2INO3 | ωB97M-V/def2-TZVPD

Its SMILES is O=CC(=O)ONI. The value obtained for the HOMO energy (spin up / spin down) is -8.529 / -8.529 eV. For the LUMO energy (spin up / spin down), the calculation gives -0.60 / -0.60 eV.

Each line ends with the Löwdin charge.
CARTESIAN COORDINATES (ANGSTROEM)
O  -0.49297  -2.59457  -1.19293  0.133
C  0.01788  -1.51010  -1.05966  -0.158
C  0.28219  -0.73210  0.15583  -0.262
O  1.14660  -0.39096  0.85072  0.116
O  -1.01514  0.38367  0.27581  -0.224
N  -0.61982  1.48215  0.84725  -0.642
I  0.81453  2.62335  0.01272  0.838
H  0.37977  -0.80686  -1.77602  0.132
H  -0.51304  1.54542  1.88627  0.067


Model two:
C2H2INO3 | ωB97M-V/def2-TZVPD

The value obtained for the HOMO energy is -9.913 eV. For the LUMO energy, the calculation gives -0.67 eV.

Each line ends with the Löwdin charge.
CARTESIAN COORDINATES (ANGSTROEM)
C  -1.92824  0.65528  -0.66675  -0.855
C  -0.29480  -0.30579  0.16605  0.004
N  -0.37408  -1.49965  -0.62356  -0.514
O  -1.62749  1.39272  -1.50933  0.057
O  -1.16370  -2.31185  -0.21063  -0.002
O  0.30592  -1.63565  -1.60408  0.078
I  -3.56146  -0.07662  0.19454  1.068
H  -0.41707  -0.61962  1.14458  0.069
H  0.60180  0.19895  -0.10678  0.095


Model three:
C2H2INO3 | ωB97M-V/def2-TZVPD

The value obtained for the HOMO energy (spin up / spin down) is -8.788 / -8.147 eV. For the LUMO energy (spin up / spin down), the calculation gives -0.66 / -1.91 eV.

Each line ends with the Löwdin charge.
CARTESIAN COORDINATES (ANGSTROEM)
C  0.62590  0.06322  0.13749  -0.391
C  -1.57843  1.57931  -0.16368  -0.636
N  0.32442  -1.17700  0.09560  0.037
O  1.26936  0.97898  0.39218  0.030
O  -2.73217  1.54799  -0.12628  -0.005
O  1.16001  -2.51121  -0.30477  -0.106
I  -0.38443  3.38236  -0.05581  0.788
H  -0.70315  -1.40265  -0.21549  0.187
H  2.01848  -2.46101  0.24076  0.096


Which of them is most stable, and which least? Most stable: model one; least stable: model three.


Model one:
C2H2O3S | ωB97M-V/def2-TZVPD

Its SMILES is O=S(=O)=C1CO1. The value obtained for the HOMO energy (spin up / spin down) is -9.754 / -9.775 eV. For the LUMO energy (spin up / spin down), the calculation gives -1.91 / -1.94 eV.

Each line ends with the Löwdin charge.
CARTESIAN COORDINATES (ANGSTROEM)
O  2.43527  -0.81584  0.28377  -0.353
S  1.44765  0.25963  0.28754  0.838
O  1.68211  1.60542  -0.08997  -0.347
C  -0.09149  -0.32514  -0.64254  -0.233
C  -1.37119  -0.03044  -0.05350  -0.116
O  -0.66016  -1.25865  0.09948  -0.018
H  -1.26301  0.51709  0.87223  0.114
H  -2.17919  0.04794  -0.75702  0.116


Model two:
C2H2O3S | ωB97M-V/def2-TZVPD

The value obtained for the HOMO energy (spin up / spin down) is -8.670 / -8.670 eV. For the LUMO energy (spin up / spin down), the calculation gives -1.41 / -1.41 eV.

Each line ends with the Löwdin charge.
CARTESIAN COORDINATES (ANGSTROEM)
C  0.07887  -0.20181  1.15469  -0.140
C  0.38332  1.45354  1.16652  0.007
O  -0.23870  -1.27806  1.43483  0.144
O  0.88585  -1.49920  -1.85457  -0.425
O  -1.23889  -0.33773  -1.35932  -0.441
S  -0.54502  -1.44067  -1.96867  0.891
H  1.28742  1.54941  0.67180  -0.047
H  -0.61286  1.75451  0.75471  0.011


Which of them is most stable, and which least? Most stable: model two; least stable: model one.


Model one:
C2H2O3S | ωB97M-V/def2-TZVPD

The value obtained for the HOMO energy is -9.290 eV. For the LUMO energy, the calculation gives -1.56 eV.

Each line ends with the Löwdin charge.
CARTESIAN COORDINATES (ANGSTROEM)
C  1.09855  -1.04897  -0.30182  -0.316
C  0.74972  -0.28694  0.72809  0.012
O  4.13056  1.17955  0.93012  -0.395
O  2.84147  0.15495  -0.92797  -0.441
O  1.30462  -2.01192  -0.94373  0.144
S  3.95641  0.11702  0.00591  0.945
H  -0.13542  -0.51008  1.16931  0.032
H  0.88282  0.70966  0.78815  0.020


Model two:
C2H2O3S | ωB97M-V/def2-TZVPD

The value obtained for the HOMO energy is -9.800 eV. For the LUMO energy, the calculation gives -0.63 eV.

Each line ends with the Löwdin charge.
CARTESIAN COORDINATES (ANGSTROEM)
C  1.20411  0.19851  -0.96491  -0.299
C  -0.05747  -3.32365  -0.78257  -0.424
O  -1.19849  0.34734  -1.76002  -0.571
O  0.90487  -3.08167  -1.35338  0.185
O  -1.07217  -3.61649  -0.27416  0.196
S  0.14343  -0.06146  -2.20375  0.879
H  1.30246  0.88797  -0.14387  0.029
H  2.22215  0.02355  -1.31227  0.005


Which of them is most stable, and which least? Most stable: model two; least stable: model one.